# CH2N2OS2

A 2-piece molecular cluster, CH2N2OS2 overall at a distorted geometry (ωB97M-V/def2-TZVPD, the OMol25 dataset).

```
8
Properties=species:S:1:pos:R:3:forces:R:3
C 1.032 0.405 0.427 0.68 1.08 -0.77
N -2.206 -0.244 0.160 1.03 -0.20 0.46
N -1.732 -0.599 1.096 -0.03 -0.46 1.24
O -2.571 0.142 -0.872 -1.09 0.65 -1.69
S 1.719 -1.105 0.347 0.23 0.09 2.00
S 0.873 1.507 -0.818 -0.82 -0.19 0.12
H 1.949 -1.101 1.770 -0.36 -0.62 -1.90
H 0.935 0.994 -2.110 0.36 -0.35 0.54
```
Forces are in eV/Å.

Results
- orbital gap (eV) = 8.625
- net charge = 0
- energy above the lowest of the compared OMol25 structures with the same formula, charge and spin (kcal/mol) = 74.5

***

# CH2N2OS2

CH2N2OS2 in the gas phase at a distorted geometry (ωB97M-V/def2-TZVPD, the OMol25 dataset).

```
8
Properties=species:S:1:pos:R:3:forces:R:3
C 1.218 -1.310 0.102 -0.46 0.45 0.14
N -0.981 -2.171 -1.428 -0.25 -0.13 -0.12
N 0.325 -0.322 0.045 -0.26 -0.05 -0.30
O -1.479 -2.854 -2.227 -0.32 -0.16 -0.29
S 2.403 -1.367 1.253 0.21 -0.55 -0.47
S 1.113 -2.547 -1.123 0.80 0.32 0.87
H 0.296 0.378 0.768 0.15 -0.08 0.02
H -0.422 -0.372 -0.633 0.13 0.21 0.14
```
Forces are in eV/Å.

Results
- orbital gap (spin up / spin down) (eV) = 8.234 / 5.935
- multiplicity = 3
- net charge = 0
- ⟨S²⟩ = 2.02
- energy above the lowest of the compared OMol25 structures with the same formula, charge and spin (kcal/mol) = 11.1

***

# CH2N2P2

CH2N2P2 in the gas phase at a distorted geometry (ωB97M-V/def2-TZVPD, the OMol25 dataset).

```
7
Properties=species:S:1:pos:R:3:forces:R:3
C -0.163 0.533 -0.580 1.51 -1.65 2.63
N -0.864 -0.366 -1.119 -0.48 -0.44 -0.03
N 0.433 -1.147 1.726 0.19 -0.23 0.33
P -1.457 -1.737 -1.150 -0.74 -1.56 -0.28
P 0.653 0.135 0.982 -1.84 -1.10 -1.82
H -0.197 1.494 -0.840 0.03 3.76 -1.48
H 1.595 1.089 0.980 1.34 1.21 0.66
```
Forces are in eV/Å.

Results
- orbital gap (spin up / spin down) (eV) = 6.965 / 6.966
- net charge = 0
- energy above the lowest of the compared OMol25 structures with the same formula, charge and spin (kcal/mol) = 105.1

***

# CH2N2P2

A 2-piece molecular cluster, CH2N2P2 overall at a distorted geometry (ωB97M-V/def2-TZVPD, the OMol25 dataset).

```
7
Properties=species:S:1:pos:R:3:forces:R:3
C 2.483 0.674 -0.270 -1.16 -1.94 1.04
N 1.831 -0.121 0.285 1.44 2.03 -1.28
N -1.932 0.192 0.015 0.13 0.64 0.15
P -1.755 1.691 0.023 -0.07 0.76 0.00
P -1.807 -1.381 -0.111 -1.33 -1.83 0.86
H -3.009 -1.719 0.785 1.30 0.41 -1.00
H 3.150 1.318 -0.818 -0.30 -0.08 0.23
```
Forces are in eV/Å.

Results
- orbital gap (eV) = 6.454
- net charge = 0
- energy above the lowest of the compared OMol25 structures with the same formula, charge and spin (kcal/mol) = 65.4

***

| no. | molar mass (g mol⁻¹) | calculated total energy (eV) |
| --- | --- | --- |
| 1 | 122.17 | -27763.06013 |
| 2 | 122.17 | -27763.89538 |
| 3 | 103.99 | -22622.40168 |
| 4 | 103.99 | -22624.12234 |